178
Properties=species:S:1:pos:R:3 method="wB97M-V/def2-TZVPD" orbital_gap_ev=8.77 homo_energy_ev=-9.023 smiles="CC(=O)OCCCC[C@]1(CCCCOC=O)[C@H](N=C=O)[C@@](C(=O)NC(=O)F)(P(O)(O)=S)S(=O)(=O)O[C@@]1(CCCBr)OC[C@@H](C)O.Fc1ccccc1.Fc1ccccc1.Fc1ccccc1.Fc1ccccc1.Fc1ccccc1.Fc1ccccc1.Fc1ccccc1.Fc1ccccc1" total_charge=0
C -6.086 6.392 -1.233
C -5.928 5.414 -0.093
O -6.876 4.849 0.384
O -4.695 5.185 0.433
C -3.709 4.726 -0.509
C -3.507 3.214 -0.339
C -2.246 2.847 0.500
C -1.378 1.749 -0.161
C 0.127 1.923 -0.406
C 0.537 0.776 -1.397
C -0.003 -0.655 -1.119
C -1.050 -1.134 -2.165
C -2.472 -1.230 -1.608
O -3.368 -1.116 -2.743
C -4.633 -0.769 -2.406
O -5.282 -0.054 -3.108
C 1.002 1.665 0.864
N 0.419 0.593 1.724
C 1.143 -0.372 1.901
O 1.835 -1.305 1.896
C 1.254 2.886 1.810
C 0.366 2.823 3.093
O -0.818 2.763 3.058
N 1.061 2.877 4.377
C 0.334 3.613 5.327
O 0.110 3.233 6.430
F -0.027 4.816 4.923
P 3.045 2.751 2.385
O 3.379 3.988 3.326
O 3.049 1.405 3.273
S 4.385 2.590 1.000
S 0.989 4.570 1.128
O 2.215 5.293 1.063
O -0.002 5.191 1.946
O 0.380 4.440 -0.338
C 0.627 3.221 -1.080
C 0.176 3.522 -2.510
C -1.286 3.336 -2.919
C -1.420 3.930 -4.336
Br -3.329 4.096 -4.728
O 2.030 3.037 -1.102
C 2.819 4.055 -1.710
C 3.448 3.600 -3.053
C 3.104 4.592 -4.166
O 4.860 3.485 -2.970
H -5.435 7.260 -1.129
H -5.788 5.881 -2.151
H -7.122 6.698 -1.310
H -2.798 5.301 -0.336
H -4.007 4.913 -1.543
H -4.404 2.784 0.104
H -3.419 2.784 -1.339
H -2.647 2.447 1.430
H -1.736 3.758 0.796
H -1.859 1.508 -1.109
H -1.531 0.849 0.430
H 1.622 0.709 -1.458
H 0.210 1.012 -2.408
H -0.437 -0.828 -0.137
H 0.832 -1.350 -1.214
H -1.085 -0.480 -3.038
H -0.775 -2.130 -2.512
H -2.697 -0.466 -0.868
H -2.624 -2.233 -1.201
H -5.044 -1.201 -1.481
H 1.966 1.291 0.523
H 1.112 1.939 4.769
H 4.338 4.121 3.331
H 3.959 1.073 3.288
H 0.423 4.553 -2.759
H 0.791 2.908 -3.169
H -1.912 3.955 -2.281
H -1.619 2.305 -2.996
H -0.974 3.265 -5.056
H -0.977 4.920 -4.356
H 3.663 4.251 -1.048
H 2.337 5.021 -1.855
H 3.000 2.652 -3.344
H 3.248 5.614 -3.803
H 2.082 4.470 -4.519
H 3.777 4.463 -5.011
H 5.054 2.588 -2.683
F 1.640 -5.522 0.004
C 2.738 -5.467 0.785
C 3.322 -6.646 1.206
C 4.453 -6.582 2.006
C 4.976 -5.351 2.379
C 4.371 -4.179 1.947
C 3.245 -4.234 1.139
H 2.893 -7.594 0.909
H 4.927 -7.496 2.340
H 5.857 -5.307 3.007
H 4.774 -3.218 2.240
H 2.762 -3.333 0.787
F 0.283 3.728 -6.655
C -0.205 3.805 -7.916
C 0.350 4.718 -8.789
C -0.150 4.792 -10.081
C -1.195 3.967 -10.474
C -1.740 3.059 -9.576
C -1.240 2.971 -8.284
H 1.160 5.355 -8.458
H 0.278 5.497 -10.781
H -1.584 4.031 -11.481
H -2.556 2.419 -9.879
H -1.647 2.266 -7.571
F 6.271 -5.550 8.620
C 5.152 -5.287 7.918
C 3.924 -5.488 8.514
C 2.775 -5.211 7.787
C 2.869 -4.750 6.481
C 4.115 -4.559 5.899
C 5.269 -4.824 6.622
H 3.872 -5.857 9.529
H 1.805 -5.358 8.242
H 1.970 -4.539 5.916
H 4.187 -4.204 4.880
H 6.251 -4.675 6.191
F 4.207 5.249 -7.268
C 5.399 5.860 -7.433
C 5.729 6.362 -8.676
C 6.953 6.993 -8.838
C 7.829 7.105 -7.766
C 7.477 6.588 -6.526
C 6.251 5.964 -6.351
H 5.035 6.258 -9.499
H 7.224 7.398 -9.804
H 8.784 7.594 -7.898
H 8.159 6.671 -5.691
H 5.956 5.560 -5.391
F -6.944 -0.549 0.169
C -7.996 0.157 0.647
C -8.038 1.520 0.438
C -9.117 2.240 0.929
C -10.129 1.592 1.624
C -10.065 0.220 1.825
C -8.993 -0.509 1.330
H -7.236 2.010 -0.098
H -9.161 3.308 0.767
H -10.968 2.157 2.009
H -10.851 -0.286 2.370
H -8.927 -1.580 1.470
F 3.675 0.857 -4.269
C 4.696 0.089 -4.715
C 5.710 -0.246 -3.843
C 6.754 -1.036 -4.303
C 6.771 -1.469 -5.622
C 5.740 -1.116 -6.482
C 4.688 -0.334 -6.028
H 5.682 0.106 -2.819
H 7.554 -1.313 -3.630
H 7.588 -2.081 -5.978
H 5.755 -1.449 -7.511
H 3.872 -0.053 -6.680
F 1.160 -7.728 9.258
C 0.210 -8.155 8.400
C -0.853 -8.887 8.889
C -1.830 -9.321 8.006
C -1.727 -9.026 6.652
C -0.648 -8.291 6.181
C 0.329 -7.845 7.059
H -0.910 -9.112 9.946
H -2.667 -9.890 8.378
H -2.489 -9.370 5.964
H -0.564 -8.064 5.126
H 1.174 -7.265 6.712
F -4.485 -10.331 9.786
C -5.599 -10.067 9.070
C -6.831 -10.270 9.659
C -7.976 -9.996 8.927
C -7.877 -9.534 7.622
C -6.628 -9.341 7.048
C -5.475 -9.603 7.775
H -6.886 -10.637 10.675
H -8.949 -10.143 9.377
H -8.772 -9.325 7.053
H -6.549 -8.985 6.030
H -4.497 -9.450 7.344